[1]
Below is C18H12B3Br6O26V as an isolated structure in a non-equilibrium geometry, with properties calculated with ωB97M-V/def2-TZVPD.

The value obtained for the HOMO-LUMO gap is 8.08 eV. Its HOMO energy is -5.52 eV. As for the relative energy (zero: lowest compared OMol25 entry of this formula, charge and spin): 0.0 kcal per mole.

Geometry as ORCA input:
```
! RIJCOSX wB97M-V def2-TZVPD def2/J DEFGRID3
* xyz -2 1
O -0.03958 2.31704 -0.30739
V 0.73608 0.97234 -0.05102
O 1.42193 1.04071 1.37577
O -2.73790 -1.67997 -5.39315
C -1.58014 -1.52379 -5.19120
O -0.91875 -0.36607 -5.04962
B 0.42896 -0.70013 -4.61591
O 0.65391 -2.14221 -4.74656
C -0.55159 -2.65233 -5.07584
O -0.83193 -3.80513 -5.10159
O 0.61691 -0.30174 -3.16346
C 1.44183 0.68367 -3.08824
O 1.67986 1.36023 -2.08745
C 1.97994 0.99980 -4.51769
O 1.44211 0.13394 -5.33540
O 2.73624 1.89070 -4.76780
O -1.42202 -6.50770 -0.28248
C -0.43502 -5.86647 -0.11665
O -0.06935 -4.73969 -0.74590
B 1.21667 -4.30750 -0.20777
O 1.54716 -5.20121 0.92236
C 0.55752 -6.06878 1.04790
O 0.39464 -6.89929 1.88682
O 1.11468 -2.86428 0.17855
C 1.93359 -2.15959 -0.54648
O 1.98779 -0.95176 -0.58146
C 2.71835 -3.10465 -1.46681
O 2.29476 -4.31267 -1.24042
O 3.45378 -2.77033 -2.35372
O -0.94290 -4.65793 4.74402
C -1.33098 -3.73216 4.11864
O -0.89180 -3.34507 2.90356
B -1.81057 -2.34107 2.38880
O -2.61303 -1.88330 3.55661
C -2.43235 -2.74896 4.53639
O -3.04727 -2.79370 5.55510
O -2.73056 -2.87612 1.34243
C -2.43039 -2.31444 0.18610
O -2.85267 -2.59085 -0.89507
C -1.40867 -1.20494 0.45684
O -1.12323 -1.22900 1.71588
O -1.00620 -0.42762 -0.39679
Br 2.80917 5.84721 -3.46554
C 1.61284 4.30278 -3.51255
C 0.27229 4.66074 -2.90793
Br -1.19917 3.43363 -3.38962
H 2.05009 3.47984 -2.95653
H 1.43883 3.99175 -4.53825
H -0.10601 5.61920 -3.25900
H 0.23964 4.73578 -1.82323
Br 0.60472 1.15017 7.23123
C 0.08431 1.77129 5.43090
C -0.65909 0.74302 4.62110
Br -1.18540 1.53488 2.92181
H 0.99373 2.02871 4.88378
H -0.44689 2.71294 5.52825
H -1.63452 0.61274 5.08451
H -0.12702 -0.17437 4.40381
Br -1.85043 5.76540 0.31378
C -0.18287 5.40729 1.30789
C -0.23636 6.00154 2.71415
Br 1.10380 5.01885 3.78443
H 0.66067 5.77433 0.73249
H -0.11021 4.32967 1.43040
H -1.24896 5.85872 3.08757
H -0.03294 7.06590 2.78667
*
```

[2]
Below is one molecule with the formula C24H31NO3, with properties calculated with ωB97M-V/def2-TZVPD.

The value obtained for the HOMO-LUMO gap is 9.34 eV. Its HOMO energy is -8.59 eV. As for the relative energy (zero: lowest compared OMol25 entry of this formula, charge and spin): 0.2 kcal per mole. The SMILES is CCCCCOc1ccc(C(=O)NCC2(c3ccccc3)CCOCC2)cc1.

Geometry as ORCA input:
```
! RIJCOSX wB97M-V def2-TZVPD def2/J DEFGRID3
* xyz 0 1
C 6.63761 -3.93875 -1.45698
C 6.13610 -5.37247 -1.32845
C 5.05798 -5.53892 -0.25689
C 3.74649 -4.84525 -0.61574
C 2.67543 -5.10896 0.44428
O 1.44266 -4.48507 0.14437
C 1.28619 -3.15465 0.35611
C 2.23020 -2.30107 0.92221
C 1.92950 -0.96465 1.09959
C 0.69048 -0.44634 0.74168
C 0.44748 1.00581 0.95883
O 1.34169 1.83259 0.94015
N -0.84235 1.33297 1.21889
C -1.29331 2.69807 1.30238
C -2.06750 3.12544 0.02976
C -3.20070 2.11979 -0.13785
C -4.27676 2.13526 0.74661
C -5.29531 1.20434 0.65627
C -5.25933 0.22299 -0.31894
C -4.19261 0.18618 -1.19774
C -3.17518 1.12192 -1.10677
C -2.63903 4.54659 0.19702
C -1.54657 5.61878 0.15662
O -0.77910 5.55563 -1.01793
C -0.13526 4.30735 -1.13775
C -1.13132 3.14695 -1.19056
C -0.24743 -1.29952 0.16134
C 0.04883 -2.63028 -0.03087
H 6.99713 -3.57375 -0.49722
H 7.45778 -3.89024 -2.16934
H 5.84992 -3.27613 -1.80543
H 5.74240 -5.70810 -2.29017
H 6.97907 -6.01863 -1.07308
H 5.43061 -5.14279 0.69106
H 4.86347 -6.60485 -0.11438
H 3.90171 -3.76984 -0.70942
H 3.38271 -5.21351 -1.57716
H 3.03066 -4.80835 1.43787
H 2.43991 -6.17684 0.47574
H 3.19936 -2.66134 1.22829
H 2.66075 -0.29532 1.52715
H -1.55027 0.61701 1.19720
H -1.94033 2.80911 2.17812
H -0.39947 3.30750 1.43958
H -4.32874 2.88267 1.52358
H -6.11929 1.24475 1.35363
H -6.05272 -0.50571 -0.39084
H -4.14621 -0.57657 -1.96158
H -2.35729 1.05877 -1.80660
H -3.17759 4.64555 1.13934
H -3.33926 4.73158 -0.62083
H -1.99972 6.61316 0.16440
H -0.89387 5.52495 1.03838
H 0.42921 4.35379 -2.07146
H 0.57477 4.16089 -0.31180
H -0.56018 2.22014 -1.25546
H -1.73657 3.25882 -2.09294
H -1.20580 -0.92608 -0.17243
H -0.66630 -3.29893 -0.48377
*
```

[3]
Below is one molecule with the formula C2H3BrFI in a non-equilibrium geometry, with properties calculated with ωB97M-V/def2-TZVPD.

The value obtained for the HOMO-LUMO gap is 9.45 eV. Its HOMO energy is -10.10 eV. As for the relative energy (zero: lowest compared OMol25 entry of this formula, charge and spin): 10.6 kcal per mole. The SMILES is F[C@H](Br)CI.

Geometry as ORCA input:
```
! RIJCOSX wB97M-V def2-TZVPD def2/J DEFGRID3
* xyz 0 1
F -0.25874 -1.57970 -0.23964
C -0.39232 -0.45275 0.42747
Br -2.54631 0.16927 0.16062
C 0.43289 0.55253 -0.32860
I 2.52757 0.16393 0.12224
H -0.22021 -0.72756 1.42444
H 0.21737 0.30162 -1.43439
H 0.23975 1.57267 -0.13214
*
```

[4]
Below is C34H44BBr55F13O3S as an isolated structure in a non-equilibrium geometry, with properties calculated with ωB97M-V/def2-TZVPD.

The value obtained for the HOMO-LUMO gap is 6.39 eV. Its HOMO energy is -5.78 eV. As for the relative energy (zero: lowest compared OMol25 entry of this formula, charge and spin): 8.0 kcal per mole.

Geometry as ORCA input:
```
! RIJCOSX wB97M-V def2-TZVPD def2/J DEFGRID3
* xyz -1 1
C -1.59082 -0.21665 2.45245
C -3.13085 -0.30607 2.64622
O -3.78127 0.56551 1.73575
C -4.35507 -0.13508 0.65270
C -5.58227 0.63173 0.15015
O -5.22149 1.91248 -0.32331
C -4.83045 1.80320 -1.68072
C -4.22231 3.12991 -2.09795
O -3.03962 3.27690 -1.36555
C -2.81835 4.66519 -1.03670
B -1.44417 4.89643 -0.15319
C -0.39103 3.70557 -0.60399
C -0.03366 3.76750 -2.09178
C 1.12624 2.89189 -2.52690
F 1.61588 3.22622 -3.75182
F 2.16800 3.16059 -1.68006
C 0.93702 1.34717 -2.42865
F 0.96406 1.04887 -1.11601
F 2.07277 0.75246 -2.90516
C -0.38097 0.71483 -2.96444
F -0.29709 -0.62306 -2.78391
F -1.33817 1.07857 -2.10216
C -0.94420 1.09414 -4.37803
F -2.27415 0.91188 -4.28747
F -0.81286 2.36011 -4.71756
S -0.40975 0.02599 -5.84602
F 0.95456 -0.38739 -5.17246
F -1.18114 -1.22810 -5.29029
F -1.70724 0.48633 -6.64990
F 0.35164 1.26746 -6.50313
F 0.01025 -0.83456 -7.11009
C -1.79679 4.83402 1.43640
Br -2.88473 6.46972 1.88232
C -0.58956 4.88119 2.39526
C -0.97776 4.14603 3.71684
H -1.36613 0.47487 1.63744
H -1.15408 0.17815 3.37220
H -1.16186 -1.19995 2.24420
H -3.48954 -1.33856 2.58543
H -3.35324 0.05069 3.65696
H -4.72038 -1.12640 0.95919
H -3.61742 -0.26012 -0.15191
H -6.03287 0.08115 -0.68168
H -6.28396 0.76620 0.97670
H -5.66429 1.50275 -2.33175
H -4.00961 1.07215 -1.73487
H -4.05579 3.13087 -3.18786
H -4.94197 3.91697 -1.84808
H -3.73005 5.02517 -0.52198
H -2.73939 5.26443 -1.96755
H -0.96022 5.96997 -0.46252
H 0.53088 3.87103 -0.03177
H -0.75338 2.71490 -0.30156
H 0.27324 4.80066 -2.29162
H -0.95350 3.60733 -2.65847
H -2.44555 3.99764 1.71304
H -0.38545 5.90712 2.70305
H 0.28996 4.36053 2.02156
H -1.25114 3.12501 3.43761
H -0.09419 4.09481 4.36323
H -1.82056 4.63766 4.20290
C -9.31178 -0.24340 -3.07893
Br -8.68794 -1.49564 -1.75463
Br -11.11774 -0.64545 -3.62402
Br -9.13673 1.59040 -2.49959
H -8.68314 -0.35959 -3.95064
C 3.46898 1.95990 2.35649
Br 4.35926 0.61380 3.41328
Br 1.68954 1.42418 1.84950
Br 3.46550 3.66786 3.25152
H 4.03541 2.07617 1.44260
C 3.80920 -2.89194 -2.84824
Br 2.17067 -1.89554 -2.96166
Br 4.08488 -3.97980 -4.42661
Br 5.33174 -1.76420 -2.49698
H 3.71870 -3.56926 -2.00998
C 0.16087 -3.78058 0.31150
Br 1.37100 -4.67920 -0.89550
Br 0.66256 -1.94824 0.59783
Br -1.67181 -3.93135 -0.27186
H 0.23376 -4.28487 1.26540
C 7.95217 -3.93251 -5.25378
Br 8.60799 -4.62359 -3.58109
Br 8.49504 -2.10797 -5.54845
Br 8.44034 -5.06798 -6.73841
H 6.87178 -3.93588 -5.19475
C 0.07762 -4.48581 -6.14357
Br -0.29504 -5.43777 -4.51130
Br 1.05191 -5.57600 -7.40150
Br -1.52313 -3.75074 -6.92366
H 0.71724 -3.65175 -5.88430
C -12.75110 0.11806 -7.68700
Br -13.79899 -0.57533 -6.22129
Br -13.49555 1.75526 -8.37899
Br -10.89380 0.32266 -7.21748
H -12.79793 -0.61283 -8.48127
C 6.63718 2.20976 6.94061
Br 6.52018 0.73755 8.17995
Br 7.43434 1.68553 5.27159
Br 4.93194 3.05497 6.65718
H 7.28819 2.94780 7.38527
C 5.23904 -1.87186 11.34646
Br 7.15964 -1.83200 11.17046
Br 4.51010 -0.09530 11.47927
Br 4.41546 -2.87254 9.92079
H 5.01252 -2.38293 12.27110
C 2.74522 -3.21935 5.05057
Br 3.08057 -4.77524 3.95691
Br 4.34252 -2.61982 5.95432
Br 1.93156 -1.80376 4.03797
H 2.04071 -3.51520 5.81463
C -7.28147 6.72695 -0.80359
Br -5.35875 6.63935 -0.67039
Br -8.10908 5.00086 -1.11361
Br -8.06078 7.60055 0.73161
H -7.51152 7.33559 -1.66664
C 9.05334 0.97794 1.07224
Br 9.97318 -0.42150 2.02481
Br 7.24859 0.47018 0.62848
Br 9.11005 2.64172 2.03778
H 9.57924 1.13153 0.14299
C 11.25068 -7.74236 -5.67401
Br 10.87051 -9.11181 -4.37248
Br 11.70002 -6.06144 -4.84730
Br 12.60856 -8.30432 -6.92402
H 10.34297 -7.58407 -6.24051
C -12.30773 8.96076 0.23543
Br -11.76303 8.32056 1.96902
Br -11.83843 10.81380 -0.01928
Br -11.62395 7.84854 -1.18190
H -13.38547 8.89756 0.19715
C 7.72222 -9.84941 -1.62469
Br 8.30166 -8.02603 -1.82876
Br 7.30179 -10.66330 -3.31943
Br 9.00600 -10.89539 -0.63273
H 6.81023 -9.83254 -1.04444
C 7.87040 -11.05552 3.04887
Br 8.60901 -12.30081 4.32200
Br 6.05044 -11.49718 2.59426
Br 8.03000 -9.23392 3.65282
H 8.45254 -11.14209 2.14283
C -10.43543 -2.34184 2.03653
Br -8.79532 -1.34650 1.85294
Br -11.18019 -2.16590 3.80701
Br -11.71661 -1.86872 0.67605
H -10.19310 -3.38554 1.89681
C 7.78957 4.33341 10.29250
Br 7.60575 2.68066 11.26268
Br 8.08815 5.82633 11.47418
Br 9.15973 4.21686 8.93802
H 6.85143 4.51248 9.78435
*
```

Among the records above, which one has the highest relative energy (zero: lowest compared OMol25 entry of this formula, charge and spin)? C2H3BrFI

The highest relative energy (zero: lowest compared OMol25 entry of this formula, charge and spin) belongs to which entry? C2H3BrFI